DFT (wB97M-V/def2-TZVPD) results for a cluster of 2 separate species, C3H9NO2S in total at a distorted geometry.

Values from the calculation:
net charge	0
HOMO level (alpha / beta)	-7.78 / -7.78	eV
spin multiplicity	1
LUMO energy (alpha / beta)	0.201 / 0.202	eV
energy above the lowest of the compared OMol25 structures with the same formula, charge and spin	105.2	kcal per mole

The geometry in XYZ format:
```
16
Properties=species:S:1:pos:R:3:forces:R:3
S -1.608535 0.449305 0.163273 0.1415 0.1354 1.7682
O -1.038081 1.353422 -0.823114 0.0404 0.0553 -0.3771
O -2.984181 0.077105 -0.023121 -0.2061 -0.2005 -0.1348
N 1.588211 1.331218 -0.388383 0.0746 -0.1873 0.4216
C -0.152359 -1.614786 -0.743242 -0.1166 -0.0885 -0.1560
C 1.438812 0.835222 0.839603 -1.2398 -1.0400 -0.9143
C -0.501777 -0.860220 0.492702 0.7674 2.2221 0.1092
H -0.997893 -2.200280 -1.118993 0.0752 -0.0483 -0.1080
H 0.119453 -0.903541 -1.523427 0.1431 -0.0769 -0.1920
H 0.742195 1.774451 -0.764481 0.2313 -0.0510 0.0056
H 0.826615 1.375655 1.537284 -0.0056 0.1444 0.0987
H 2.114384 0.777308 -1.049846 -0.0027 0.1027 0.0642
H 2.142994 0.113125 1.214953 0.1146 -0.0073 0.0331
H -1.593652 1.189123 1.372598 0.1156 -0.7799 -0.8752
H -0.773581 -1.401927 1.381042 -0.2264 -0.1259 0.2636
H 0.677397 -2.295182 -0.566850 0.0935 -0.0543 -0.0066
```
Positions in Å, forces in eV/Å.

DFT (wB97M-V/def2-TZVPD) results for the molecule C3H9NO2S at a distorted geometry.

Values from the calculation:
net charge	0
HOMO level	-9.74	eV
spin multiplicity	1
structure (SMILES)	C[C@@H](CN)[SH](=O)=O
LUMO energy	0.560	eV
energy above the lowest of the compared OMol25 structures with the same formula, charge and spin	75.1	kcal per mole

The geometry in XYZ format:
```
16
Properties=species:S:1:pos:R:3:forces:R:3
S -0.052000 -1.850536 -0.130437 -4.9158 0.0381 2.1697
O 0.171226 -2.117284 -1.473497 1.9867 -0.0625 -3.8729
O 0.302914 -2.845752 0.827320 0.8575 0.5786 0.9632
N -1.250962 1.785351 -0.001546 -0.0447 0.3831 0.8319
C 0.155023 -0.116656 0.307328 2.5430 1.1154 0.2160
C 1.677359 0.188665 0.557376 -0.7935 -1.3194 1.7506
C -0.486210 0.795200 -0.761096 -1.1749 0.2650 -1.3022
H -0.339500 0.045104 1.294216 0.0733 -0.4802 -0.7967
H -1.743220 1.250030 0.705769 -0.3246 0.5475 -0.0525
H -1.485037 -1.785384 -0.150324 1.1500 0.0332 0.6070
H -1.915771 2.416918 -0.462064 0.6326 -0.7341 -0.2240
H 1.810526 1.163134 1.027019 -0.1712 0.4449 -0.8852
H 1.921682 -0.430095 1.493945 0.3456 0.1447 -1.8112
H 2.274095 0.003198 -0.360353 -0.1192 0.1396 0.9612
H 0.166728 1.338680 -1.554284 -0.5759 -1.2894 1.6814
H -1.206855 0.159429 -1.319371 0.5310 0.1955 -0.2362
```
Positions in Å, forces in eV/Å.

- Which value of spin multiplicity does entry 2 give?
  1

- What is the formula in the second record?
  C3H9NO2S